1.
Here is C9H50N18O16 as an isolated structure from OMol25. Energies are from the ωB97M-V functional and the def2-TZVPD basis.

Results
2S+1   1
Orbital gap   0.332 Ha
Energy relative to the best compared isomer or geometry (same formula, charge and spin)   0.0 kcal/mol
LUMO   0.02 eV

Each line ends with the Mulliken charge.
Element x y z (Å)
O1 -4.127 1.335 -1.014  -0.7264
O2 -0.692 -6.208 3.047  -0.6307
O3 -1.665 -0.836 2.379  -0.2458
O4 -0.354 0.330 -6.196  -0.7316
O5 0.524 -4.122 0.148  -0.6847
O6 2.199 3.698 -2.700  -0.6443
O7 -0.070 1.108 -1.074  0.3039
O8 -0.983 -4.559 -2.471  -0.6225
O9 0.924 0.121 4.276  -0.7548
O10 -2.755 1.909 -3.936  -0.7148
O11 3.604 -2.286 1.070  -0.6185
O12 -3.160 -2.908 -1.228  -0.6348
O13 0.176 4.246 1.556  -0.8460
O14 -1.807 -3.368 1.195  -0.5923
O15 2.249 -2.086 -2.732  -0.6717
O16 3.709 -0.102 -1.215  -0.7005
N1 2.640 1.677 -2.030  0.0180
N2 -1.619 -0.502 -1.006  0.4129
N3 2.285 4.771 -0.708  -0.3643
N4 0.640 2.211 -5.270  -0.2242
N5 4.884 1.736 -1.900  -0.3918
N6 0.478 3.638 -1.258  -0.1660
N7 2.511 -0.119 2.636  -0.0190
N8 -4.900 3.119 0.217  -0.4261
N9 1.167 -1.778 3.101  0.0718
N10 0.722 -5.800 4.827  -0.3841
N11 0.374 -0.946 -0.113  1.0080
N12 0.376 2.015 1.404  0.7607
N13 -3.505 3.392 -1.479  -0.2723
N14 -2.184 0.675 3.958  -0.4724
N15 0.969 -4.707 2.884  -0.1744
N16 -3.160 0.827 1.947  -0.1250
N17 0.402 2.913 3.415  -0.2452
N18 -0.036 0.581 -3.988  0.0294
C1 1.663 4.066 -1.624  0.9370
C2 1.518 -0.543 3.437  0.2076
C3 -4.264 2.535 -0.808  0.6774
C4 -0.389 -0.056 -0.745  0.0291
C5 0.267 3.158 2.094  0.5144
C6 0.078 0.993 -5.243  0.3336
C7 -2.366 0.112 2.741  0.3220
C8 3.726 1.058 -1.645  0.3611
C9 0.264 -5.665 3.553  0.5928
H1 -5.161 2.485 0.954  0.2197
H2 0.460 -4.364 -0.783  0.3076
H3 0.849 2.618 -6.167  0.1878
H4 -2.239 1.401 -3.303  0.2797
H5 -1.903 -1.472 -0.940  -0.0112
H6 3.179 5.196 -0.884  0.2312
H7 0.194 3.762 -0.293  0.3828
H8 0.174 -1.887 0.194  -0.2643
H9 1.000 2.667 -4.447  0.2078
H10 0.440 -4.351 2.101  0.0649
H11 1.791 1.215 -1.732  -0.3082
H12 4.900 2.559 -2.479  0.1601
H13 -0.488 -0.321 -3.955  0.0618
H14 -4.692 4.076 0.444  0.1947
H15 -3.921 -3.040 -0.657  0.2522
H16 2.972 0.765 2.773  0.2415
H17 0.303 -6.467 5.453  0.2193
H18 1.350 -0.730 0.042  -0.2977
H19 -2.209 0.319 -1.022  -0.4317
H20 -1.466 0.208 4.492  0.2159
H21 0.383 2.130 0.399  -0.4615
H22 0.117 2.929 -1.875  -0.1270
H23 -3.068 0.665 0.955  0.0912
H24 1.582 -2.198 2.286  0.0924
H25 -3.349 -2.088 -1.697  0.2598
H26 -1.521 -5.328 -2.675  0.2889
H27 1.759 4.991 0.126  0.1874
H28 -0.372 -4.229 0.491  0.1759
H29 -1.576 -3.967 -1.998  0.2893
H30 -3.959 1.311 2.315  0.1573
H31 1.930 -2.729 -2.095  0.2843
H32 0.200 1.121 -3.173  0.0212
H33 2.619 2.752 -2.087  0.1928
H34 1.590 -5.372 5.099  0.1710
H35 -2.519 -3.595 1.798  0.2581
H36 -2.166 2.023 -4.688  0.3360
H37 -2.381 1.658 4.033  0.2036
H38 -1.825 -2.406 1.149  0.1948
H39 2.882 -0.782 1.971  0.0110
H40 4.502 -1.950 1.005  0.1970
H41 3.570 -3.010 0.439  0.2724
H42 0.488 3.685 4.055  0.2345
H43 -3.195 4.323 -1.257  0.1930
H44 5.766 1.362 -1.594  0.2261
H45 0.403 1.102 1.827  -0.1322
H46 0.743 1.998 3.672  0.0544
H47 -3.150 2.978 -2.333  0.1697
H48 2.565 -1.347 -2.195  0.3554
H49 0.329 -2.057 3.585  0.1406
H50 1.811 -4.240 3.171  0.2529


2.
Here is C22H37BrO3PdSSi as an isolated structure from OMol25. Energies are from the ωB97M-V functional and the def2-TZVPD basis.

Results
2S+1   3
Total charge   -2
Orbital gap (alpha / beta)   0.150 / 0.149 Ha
LUMO (alpha / beta)   4.06 / 4.06 eV

Each line ends with the Löwdin spin population.
Element x y z (Å)
Pd1 -0.582 0.091 -2.821  1.0223
Br1 -0.360 2.876 -3.062  0.1370
S1 -1.260 -0.129 0.001  0.0696
Si1 0.220 -0.248 1.385  0.0138
O1 1.657 -0.524 0.611  -0.0003
O2 0.444 1.136 2.308  0.0024
O3 0.067 -1.435 2.541  0.0036
C1 2.987 -0.514 1.218  0.0000
C2 -1.099 -3.202 1.294  0.0005
C3 0.792 -1.365 -2.414  0.1465
C4 0.691 -3.765 2.895  0.0001
C5 -0.427 -2.782 2.593  0.0002
C6 1.407 -0.307 -3.154  0.1589
C7 2.895 -0.688 2.739  0.0001
C8 -2.540 3.776 -5.557  0.0020
C9 -1.387 -2.878 3.761  0.0000
C10 -0.277 -1.885 -3.213  0.1112
C11 3.654 0.807 0.837  0.0000
C12 0.098 3.036 3.810  0.0001
C13 -1.373 1.082 3.930  0.0008
C14 -0.333 -1.136 -4.424  0.1293
C15 3.757 -1.661 0.561  0.0005
C16 -1.990 3.093 -6.683  0.0010
C17 -2.849 1.993 -6.996  0.0014
C18 -3.733 3.098 -5.166  -0.0006
C19 -0.540 1.934 2.986  0.0004
C20 -1.368 2.693 1.957  0.0008
C21 -3.928 1.997 -6.057  0.0031
C22 0.711 -0.164 -4.388  0.1461
H1 1.065 -1.699 -1.421  0.0073
H2 3.826 -1.493 -0.520  0.0005
H3 2.213 0.329 -2.792  0.0080
H4 4.778 -1.718 0.965  0.0001
H5 4.694 0.825 1.191  0.0000
H6 -4.758 1.295 -6.034  -0.0001
H7 3.658 0.906 -0.256  0.0000
H8 3.899 -0.734 3.187  0.0000
H9 -2.037 3.391 2.480  0.0000
H10 -2.028 1.753 4.498  0.0000
H11 2.365 0.165 3.191  0.0000
H12 -1.544 -4.197 1.435  0.0000
H13 1.198 -3.511 3.829  0.0000
H14 1.427 -3.821 2.090  0.0000
H15 -0.364 -3.276 0.483  0.0000
H16 -0.725 0.553 4.641  0.0000
H17 3.121 1.661 1.271  0.0000
H18 -4.374 3.378 -4.335  0.0000
H19 -0.871 -2.645 4.699  0.0000
H20 0.249 -4.763 3.009  0.0000
H21 -2.000 0.346 3.411  0.0008
H22 -0.703 3.629 4.267  0.0000
H23 -1.081 3.371 -7.207  0.0000
H24 0.916 0.580 -5.157  0.0062
H25 0.722 2.661 4.622  0.0000
H26 0.682 3.721 3.189  0.0000
H27 -1.754 -3.908 3.818  0.0000
H28 -2.712 1.290 -7.813  0.0000
H29 3.268 -2.628 0.733  0.0001
H30 -0.687 3.278 1.325  0.0001
H31 -1.886 -2.503 0.989  0.0006
H32 -0.885 -2.748 -2.961  0.0109
H33 2.359 -1.616 2.992  0.0000
H34 -1.061 -1.262 -5.217  0.0129
H35 -1.953 2.024 1.315  0.0008
H36 -2.242 -2.206 3.654  0.0000
H37 -2.108 4.641 -5.066  0.0009


3.
Here is one molecule with the formula C3H5NO2 from OMol25. Energies are from the ωB97M-V functional and the def2-TZVPD basis.

Results
Structure (SMILES)   O=C1NC[C@@H]1O
2S+1   1
Orbital gap   0.382 Ha
Energy relative to the best compared isomer or geometry (same formula, charge and spin)   29.6 kcal/mol
LUMO   0.78 eV

Each line ends with the natural charge from an NBO analysis.
Element x y z (Å)
O1 -0.548 1.676 1.542  -0.5773
O2 -1.708 -0.490 -0.731  -0.6934
N1 1.130 0.747 0.163  -0.6183
C1 -0.101 0.876 0.759  0.6480
C2 -0.575 -0.437 0.076  0.0043
C3 0.767 -0.391 -0.680  -0.2224
H1 -0.562 -1.229 0.842  0.1776
H2 -2.486 -0.398 -0.165  0.4821
H3 2.031 1.031 0.517  0.4052
H4 0.636 -0.118 -1.733  0.2012
H5 1.415 -1.266 -0.592  0.1930


4.
Here is C6H8InLiO3 as an isolated structure from OMol25. Energies are from the ωB97M-V functional and the def2-TZVPD basis.

Results
2S+1   1
Total charge   +2
Orbital gap   0.248 Ha
LUMO   -10.03 eV

Each line ends with the Mulliken charge.
Element x y z (Å)
In1 0.692 0.537 -0.483  1.1090
O1 2.268 -0.532 -0.146  -0.5400
O2 -1.077 1.175 -0.622  -0.5181
O3 -0.321 -1.317 -0.275  -0.5063
C1 3.572 -0.304 0.029  0.6159
C2 -1.540 -1.138 -0.325  0.0658
C3 -2.713 1.212 1.666  -0.7659
C4 4.204 0.863 -0.153  -0.9611
C5 -3.051 0.478 0.603  -0.2883
C6 -2.073 0.253 -0.542  0.3801
Li1 1.420 -2.188 -0.011  0.9474
H1 -1.873 1.909 1.647  0.2844
H2 4.145 -1.183 0.357  0.2614
H3 -3.156 1.017 2.644  0.3059
H4 5.282 0.919 -0.010  0.2883
H5 -2.685 0.152 -1.473  0.3615
H6 -2.231 -1.997 -0.276  0.4500
H7 -4.068 0.099 0.470  0.4228
H8 3.669 1.769 -0.451  0.0873


5.
Here is a 3-piece molecular cluster, C15H33B3F5NO3 overall from OMol25. Energies are from the ωB97M-V functional and the def2-TZVPD basis.

Results
Structure (SMILES)   NCB1OBOB(C(F)(F)C(F)(F)F)O1.CCCCCC.CCCCCC
2S+1   1
Orbital gap   0.364 Ha
LUMO   0.29 eV

Each line ends with the natural charge from an NBO analysis.
Element x y z (Å)
F1 2.481 0.321 -0.272  -0.3031
F2 1.981 -0.219 2.196  -0.3197
F3 4.150 -0.333 1.998  -0.3156
F4 3.962 -1.257 -0.461  -0.3047
F5 1.852 -1.743 -0.219  -0.3187
O1 2.888 -2.480 3.714  -0.8691
O2 1.789 -4.571 3.467  -0.8893
O3 2.838 -3.563 1.607  -0.8720
N1 -0.089 -4.860 0.719  -0.8197
C1 0.030 -2.408 -3.322  -0.6131
C2 -0.230 2.937 0.549  -0.3992
C3 -3.279 -0.818 -4.043  -0.3986
C4 2.831 -0.896 0.146  0.9268
C5 -1.015 2.037 1.501  -0.6113
C6 1.195 -5.479 1.113  -0.5857
C7 -1.884 -1.406 -1.961  -0.3965
C8 1.011 3.564 1.181  -0.3984
C9 -3.691 0.568 -3.556  -0.6102
C10 0.739 4.496 2.363  -0.3962
C11 -0.198 5.664 2.057  -0.3984
C12 -3.013 -1.809 -2.911  -0.3966
C13 0.329 6.601 0.976  -0.6101
C14 2.995 -0.961 1.676  0.3391
C15 -0.531 -1.169 -2.633  -0.4009
B1 2.157 -3.518 4.275  0.9952
B2 2.939 -2.430 2.350  1.1146
B3 1.979 -4.547 2.092  1.1721
H1 -0.880 -5.425 0.992  0.3669
H2 0.174 -0.839 -1.868  0.2052
H3 1.562 4.108 0.408  0.1995
H4 -2.391 -0.732 -4.676  0.1940
H5 1.696 4.892 2.718  0.1997
H6 0.087 2.343 -0.313  0.2036
H7 -0.889 3.715 0.153  0.1923
H8 -3.898 1.236 -4.393  0.2093
H9 -3.931 -1.932 -2.326  0.1978
H10 -0.605 -0.346 -3.350  0.1918
H11 -2.797 -2.790 -3.341  0.2008
H12 -2.171 -0.503 -1.415  0.1979
H13 1.298 7.017 1.260  0.2007
H14 -0.359 6.231 2.977  0.2006
H15 1.837 -3.482 5.414  -0.0940
H16 -4.066 -1.224 -4.683  0.2008
H17 0.457 6.086 0.022  0.2009
H18 -1.764 -2.192 -1.207  0.1994
H19 -2.909 1.032 -2.953  0.2011
H20 0.138 -3.228 -2.608  0.2084
H21 -1.181 5.284 1.762  0.1928
H22 1.015 -6.440 1.605  0.2160
H23 -1.393 2.587 2.365  0.1996
H24 -0.355 7.435 0.807  0.2088
H25 -0.235 -3.922 1.070  0.3545
H26 -1.872 1.585 1.000  0.2076
H27 -4.594 0.511 -2.943  0.2000
H28 -0.381 1.229 1.875  0.2032
H29 -0.620 -2.751 -4.129  0.1986
H30 1.798 -5.681 0.219  0.2087
H31 1.678 2.763 1.516  0.2047
H32 0.326 3.919 3.195  0.1993
H33 1.011 -2.209 -3.755  0.2086


6.
Here is a 7-piece molecular cluster, C47H91ClFIN7O8 overall from OMol25. Energies are from the ωB97M-V functional and the def2-TZVPD basis.

Results
2S+1   1
Total charge   +1
Orbital gap   0.304 Ha
LUMO   -2.45 eV

Each line ends with the Mulliken charge.
Element x y z (Å)
I1 -0.598 0.812 -3.256  0.0194
Cl1 5.120 -0.342 1.405  -0.2874
F1 -0.462 -0.919 3.901  -0.4053
O1 -0.812 -4.041 0.024  0.8336
O2 -8.429 2.800 1.241  -0.5841
O3 -0.750 7.428 0.231  -0.6509
O4 8.612 2.066 2.671  -0.6485
O5 2.325 -0.387 2.218  0.2562
O6 -4.601 0.017 -0.921  -0.5222
O7 4.693 -1.435 -3.191  -0.7149
O8 1.699 1.405 -6.899  -0.5950
N1 -0.348 2.302 -6.804  -0.0213
N2 -7.437 4.579 2.176  -0.1067
N3 8.664 -0.023 1.871  0.0100
N4 4.520 0.677 -3.917  -0.1175
N5 -6.081 1.694 -0.871  -0.1076
N6 -0.778 5.350 -0.600  -0.0751
N7 2.611 -2.771 -0.750  0.0255
C1 1.103 1.521 6.125  1.3490
C2 10.693 0.907 2.898  -1.3134
C3 0.428 -3.811 -0.620  -2.0990
C4 -0.780 -1.109 -0.936  0.6299
C5 9.246 -1.312 1.557  -0.8443
C6 2.751 -1.721 2.008  -1.3753
C7 -1.364 -5.276 -0.379  0.6948
C8 -0.239 4.050 -0.941  -0.7699
C9 1.603 -2.697 1.492  0.1207
C10 -2.658 -5.378 -1.085  -0.0260
C11 3.169 -1.057 -5.003  -1.2485
C12 -0.666 -6.533 -0.100  -0.5330
C13 4.032 1.769 -4.740  -0.4664
C14 4.075 -1.813 1.129  0.1060
C15 -1.167 -7.843 -0.440  0.4447
C16 0.740 -1.180 -0.531  -0.4128
C17 -0.522 -1.443 2.556  2.0500
C18 -0.414 -9.163 -0.087  -1.3407
C19 -0.147 6.391 0.015  0.7238
C20 1.296 6.203 0.407  -0.9617
C21 -2.041 -1.874 2.383  -1.6436
C22 0.410 -2.704 2.507  -2.3704
C23 1.266 -2.575 -0.038  1.2874
C24 -4.080 -3.346 -0.198  -1.0342
C25 4.180 -0.630 -3.973  0.7746
C26 -2.962 -3.226 -2.589  -0.5613
C27 -6.995 2.681 -1.413  -0.9295
C28 2.539 0.018 3.598  -0.7057
C29 9.252 1.044 2.480  0.8744
C30 -2.445 -7.951 -1.143  -0.8577
C31 -5.331 0.789 -1.541  0.8131
C32 2.300 1.562 3.754  0.9532
C33 -5.429 0.770 -3.044  -1.3495
C34 2.295 2.056 5.243  -1.9376
C35 -1.109 0.424 -1.160  -0.8583
C36 0.729 1.855 -7.498  0.8570
C37 0.678 1.935 -9.000  -1.4329
C38 -3.147 -6.719 -1.437  -1.0248
C39 1.049 2.055 2.905  -1.0661
C40 1.496 1.868 7.649  -1.2730
C41 -0.269 2.299 5.870  -1.2836
C42 -7.212 5.600 3.182  -0.8951
C43 -1.582 2.862 -7.321  -0.9247
C44 -8.371 3.591 2.175  0.8586
C45 -9.310 3.514 3.349  -1.4233
C46 3.640 -1.777 -0.383  -1.2213
C47 -3.564 -4.168 -1.459  0.4019
H1 0.837 3.102 3.250  0.4535
H2 4.882 2.222 -5.253  0.2946
H3 -4.500 -4.608 -1.909  0.7299
H4 -0.842 2.457 6.816  0.5012
H5 3.002 -2.130 -4.921  0.3161
H6 -4.280 -4.004 0.686  0.2935
H7 0.107 -9.520 -1.010  0.3031
H8 3.034 -2.135 3.022  0.6301
H9 -0.324 3.911 -2.020  0.1837
H10 -8.748 3.348 4.270  0.3724
H11 -5.113 1.732 -3.451  0.3654
H12 2.947 -3.695 -0.426  0.6979
H13 8.666 -2.088 2.062  0.2549
H14 -0.114 3.283 5.366  0.2234
H15 2.077 -3.727 1.596  0.6172
H16 -5.966 1.651 0.131  0.2084
H17 0.935 -0.331 0.170  -0.3098
H18 1.345 2.113 1.830  0.2781
H19 -7.329 6.579 2.715  0.2971
H20 -2.951 -2.166 -2.229  -0.1925
H21 4.698 -2.716 1.373  0.5551
H22 -1.701 3.870 -6.920  0.3012
H23 0.570 2.973 -9.319  0.3966
H24 4.561 -2.034 -0.980  0.5307
H25 -0.459 1.086 -0.525  0.1491
H26 0.862 2.716 8.034  0.2904
H27 3.536 -0.840 -6.006  0.4592
H28 -2.156 -2.847 1.854  0.0866
H29 -1.586 2.905 -8.407  0.3913
H30 7.701 0.143 1.620  0.1017
H31 2.254 3.179 5.236  0.3850
H32 -0.151 1.336 -9.381  0.3983
H33 -3.613 -3.228 -3.507  0.3295
H34 -2.163 0.698 -0.918  0.5231
H35 3.412 -0.718 -0.642  0.2905
H36 0.125 1.456 3.097  -0.2074
H37 -0.836 3.287 -0.435  0.3115
H38 -0.237 -0.591 1.902  -0.3846
H39 3.191 2.052 3.262  0.1979
H40 1.905 6.009 -0.479  0.3316
H41 -5.072 -2.881 -0.460  0.3668
H42 -1.740 5.546 -0.833  0.1932
H43 9.185 -1.469 0.478  0.2661
H44 1.606 1.543 -9.412  0.2763
H45 -2.414 2.244 -6.981  0.2718
H46 -6.452 0.547 -3.350  0.4211
H47 5.202 0.883 -3.202  0.2195
H48 -2.899 -8.917 -1.456  0.3507
H49 1.952 -0.608 4.317  0.0817
H50 -6.659 3.671 -1.101  0.2023
H51 -9.894 4.432 3.425  0.3832
H52 3.629 -0.177 3.826  0.5011
H53 -0.256 -3.606 2.429  0.6068
H54 -7.044 2.643 -2.498  0.4235
H55 -4.136 -6.799 -1.951  0.3170
H56 -2.614 -1.036 1.908  0.1393
H57 0.244 -3.546 -1.709  0.1069
H58 3.246 1.758 5.772  0.4472
H59 11.322 0.719 2.026  0.3597
H60 10.283 -1.378 1.871  0.3639
H61 0.873 -2.799 3.533  0.8341
H62 0.802 3.948 -0.645  0.2757
H63 3.305 1.436 -5.474  0.0885
H64 0.969 0.414 6.098  0.0797
H65 -0.918 1.646 5.220  0.0959
H66 -2.487 -2.004 3.409  0.5927
H67 2.422 -2.867 -1.757  0.6114
H68 1.331 1.009 8.344  0.3277
H69 -9.994 2.680 3.208  0.2912
H70 1.102 -4.716 -0.652  0.5550
H71 2.555 2.246 7.726  0.3388
H72 -1.153 -9.950 0.223  0.3631
H73 -7.983 2.494 -0.998  0.2971
H74 -4.774 -0.005 -3.440  0.2108
H75 -1.937 -3.576 -2.885  0.1847
H76 -1.486 -1.626 -0.246  -1.2059
H77 1.390 5.378 1.116  0.1620
H78 3.572 2.514 -4.088  0.2450
H79 -0.243 2.218 -5.803  -0.0584
H80 2.221 -0.545 -4.830  0.2344
H81 -6.843 4.571 1.361  0.1666
H82 -7.907 5.514 4.013  0.3518
H83 1.660 7.111 0.883  0.2945
H84 -3.377 -2.508 0.008  -0.0359
H85 -0.882 -1.609 -1.932  0.6501
H86 0.339 -8.972 0.719  0.3380
H87 10.800 0.096 3.621  0.3595
H88 -6.191 5.503 3.554  0.2902
H89 1.310 -0.918 -1.474  0.2859
H90 11.021 1.832 3.367  0.2851
H91 0.326 -6.486 0.414  0.1733


| no. | DFT total energy (Eh) | maximum force (hartree/bohr) |
| --- | --- | --- |
| 1 | -2562.7189 | 0.1054 |
| 2 | -4475.8776 | 0.1740 |
| 3 | -322.5272 | 0.0108 |
| 4 | -656.1079 | 0.0788 |
| 5 | -1445.9971 | 0.0133 |
| 6 | -3688.1844 | 0.0726 |